Record 1
{
  "formula": "C5H4ClFO",
  "method": "ωB97M-V with the def2-TZVPD basis set",
  "smiles": "F[C@@]1(Cl)[C@@H]2OC=C[C@@H]21",
  "e_tot_ev": -22535.1646,
  "lumo_energy_ev": 0.868,
  "e_above_lowest_kj_mol": 127.7,
  "homo_energy_ev": -8.92,
  "largest_force_ev_per_a": 1.44,
  "homo_lumo_gap_ev": 9.787,
  "species": ["F", "C", "Cl", "C", "O", "C", "C", "C", "H", "H", "H", "H"],
  "positions_angstrom": [[-1.28055, -1.29733, -1.18031], [-0.44490, -0.57886, -0.39360], [0.88449, -1.58714, 0.13853], [-0.31117, 0.82556, -0.83756], [0.82508, 1.54356, -0.47670], [0.75895, 1.73576, 0.89155], [-0.28943, 1.12425, 1.48289], [-1.09910, 0.46749, 0.44237], [-0.73103, 1.08753, -1.81732], [1.59310, 2.28749, 1.28319], [-0.49008, 1.10186, 2.57163], [-2.17017, 0.38682, 0.53000]],
  "lowdin_charge": [0.02, -0.81, 0.73, -0.20, -0.02, -0.10, -0.04, -0.14, 0.17, 0.12, 0.12, 0.15]
}


Record 2
{
  "formula": "C6H6N2OS",
  "method": "ωB97M-V with the def2-TZVPD basis set",
  "smiles": "Cn1ccc2sc(=O)[nH]c21",
  "e_tot_ev": -22180.6368,
  "lumo_energy_ev": 0.519,
  "e_above_lowest_kj_mol": 84.2,
  "homo_energy_ev": -8.02,
  "largest_force_ev_per_a": 5.07,
  "homo_lumo_gap_ev": 8.537,
  "species": ["C", "N", "C", "C", "C", "S", "C", "O", "N", "C", "H", "H", "H", "H", "H", "H"],
  "positions_angstrom": [[1.97751, -0.91645, -0.12266], [0.93418, 0.03009, 0.06358], [1.12906, 1.33485, 0.17700], [0.01306, 2.07937, 0.14624], [-1.04252, 1.13029, -0.10205], [-2.74509, 0.92847, -0.15403], [-2.64208, -0.92940, -0.01555], [-3.64889, -1.54798, 0.24268], [-1.34187, -1.42032, -0.14224], [-0.39180, -0.08366, -0.17338], [1.66522, -1.57589, -1.02336], [2.87090, -0.36712, -0.36285], [2.14460, -1.47605, 0.83089], [2.11504, 1.82118, 0.03740], [-0.13649, 3.10972, 0.08095], [-0.90083, -2.11711, 0.51738]],
  "lowdin_charge": [-0.02, -0.14, -0.16, -0.06, -0.54, 1.02, -0.72, 0.00, 0.12, -0.21, 0.13, 0.08, 0.10, 0.14, 0.09, 0.15]
}


Record 3
{
  "formula": "C4H7NO",
  "method": "ωB97M-V with the def2-TZVPD basis set",
  "smiles": "C=CCN1CO1",
  "e_tot_ev": -7795.4896,
  "lumo_energy_ev": 1.121,
  "e_above_lowest_kj_mol": 400.9,
  "homo_energy_ev": -9.60,
  "largest_force_ev_per_a": 0.25,
  "homo_lumo_gap_ev": 10.725,
  "species": ["C", "C", "C", "N", "C", "O", "H", "H", "H", "H", "H", "H", "H"],
  "positions_angstrom": [[0.66623, -1.41478, -0.78970], [0.80309, -0.10156, -0.94734], [-0.34480, 0.84589, -0.73283], [-0.15133, 1.35173, 0.64387], [-0.42406, 0.36391, 1.62177], [-1.40874, 1.32955, 1.40117], [1.51617, -2.08760, -0.74483], [-0.31961, -1.86179, -0.66622], [1.79020, 0.34457, -1.05873], [-0.32896, 1.70605, -1.41040], [-1.31275, 0.33531, -0.83123], [-0.66667, -0.64791, 1.29485], [0.15964, 0.42565, 2.53882]],
  "lowdin_charge": [0.00, -0.17, -0.20, -0.06, -0.21, -0.04, 0.06, 0.06, 0.10, 0.11, 0.12, 0.10, 0.12]
}


Record 4
{
  "formula": "C46H63GaN11O",
  "method": "ωB97M-V with the def2-TZVPD basis set",
  "e_tot_ev": -119534.2983,
  "lumo_energy_ev": 1.639,
  "homo_energy_ev": -4.85,
  "largest_force_ev_per_a": 2.37,
  "homo_lumo_gap_ev": 6.485,
  "charge": -1,
  "species": ["O", "C", "C", "Ga", "H", "H", "H", "H", "H", "H", "H", "H", "N", "C", "C", "C", "C", "H", "H", "H", "H", "H", "N", "C", "C", "C", "C", "H", "H", "H", "H", "H", "N", "C", "C", "C", "C", "H", "H", "H", "H", "H", "N", "C", "C", "C", "C", "H", "H", "H", "H", "H", "N", "C", "C", "C", "C", "H", "H", "H", "H", "H", "N", "C", "C", "C", "C", "H", "H", "H", "H", "H", "N", "C", "C", "C", "C", "H", "H", "H", "H", "H", "N", "C", "C", "C", "C", "H", "H", "H", "H", "H", "N", "C", "C", "C", "C", "H", "H", "H", "H", "H", "N", "C", "C", "C", "C", "H", "H", "H", "H", "H", "N", "C", "C", "C", "C", "H", "H", "H", "H", "H"],
  "positions_angstrom": [[6.44127, 1.93963, -1.47056], [5.84173, 1.60614, -2.79053], [5.06074, 0.14194, -2.59963], [6.53926, -1.29497, -3.04369], [7.21340, 1.28803, -1.35603], [6.73537, 1.43676, -3.54236], [5.14861, 2.44406, -3.22426], [4.18507, -0.00344, -3.39033], [4.67754, 0.00208, -1.50201], [6.88792, -1.08079, -4.60768], [7.86028, -0.88200, -2.18306], [5.98911, -2.75470, -2.69299], [1.49025, 1.97166, -3.11879], [0.67609, 2.51098, -4.08047], [-0.34930, 1.62283, -4.31707], [-0.14975, 0.51138, -3.46378], [0.99159, 0.75463, -2.73296], [2.32746, 2.40439, -2.75073], [0.89636, 3.47725, -4.51408], [-1.15473, 1.76110, -5.02663], [-0.77201, -0.37112, -3.38987], [1.49098, 0.16684, -1.97435], [2.82558, 0.20565, 1.18936], [1.93202, -0.78882, 1.49121], [2.35896, -1.40912, 2.64410], [3.54874, -0.76210, 3.05525], [3.81210, 0.23283, 2.14054], [2.76589, 0.82342, 0.39034], [1.07203, -0.97049, 0.86064], [1.86604, -2.23730, 3.13651], [4.14846, -0.99625, 3.92530], [4.61564, 0.95502, 2.08451], [-0.75188, 1.09945, 2.57457], [-0.95761, 1.09459, 3.92963], [-2.20406, 1.62697, 4.17282], [-2.77246, 1.95915, 2.91989], [-1.85547, 1.62011, 1.95029], [0.08316, 0.76960, 2.10816], [-0.20085, 0.71521, 4.60313], [-2.65569, 1.76044, 5.14726], [-3.74614, 2.39780, 2.74382], [-1.89317, 1.70577, 0.87251], [-2.12546, -2.99173, -4.80201], [-2.89294, -3.99798, -5.32828], [-3.00657, -3.78226, -6.68355], [-2.27700, -2.60779, -6.98620], [-1.74095, -2.14209, -5.80649], [-1.88037, -2.89218, -3.82546], [-3.29277, -4.77840, -4.69480], [-3.55461, -4.40431, -7.37927], [-2.15517, -2.15128, -7.95997], [-1.12155, -1.28042, -5.59619], [-3.49703, -3.86084, -1.47137], [-4.22316, -3.42204, -0.39492], [-3.86216, -4.17735, 0.69842], [-2.87942, -5.10024, 0.26744], [-2.67104, -4.88062, -1.07579], [-3.56008, -3.48963, -2.41045], [-4.93381, -2.61314, -0.49914], [-4.26243, -4.07394, 1.69862], [-2.37726, -5.84444, 0.87200], [-2.00843, -5.36233, -1.78238], [5.13753, -3.66284, 3.57368], [4.96913, -4.64853, 4.51102], [6.17393, -5.29650, 4.66843], [7.10315, -4.67589, 3.79973], [6.43712, -3.66861, 3.13812], [4.41602, -3.02966, 3.25407], [4.00860, -4.80508, 4.98334], [6.36343, -6.12574, 5.33761], [8.14604, -4.93535, 3.67114], [6.77550, -2.95821, 2.39569], [-3.56289, 6.21351, 5.24835], [-4.10194, 7.00524, 4.26797], [-3.66749, 6.53042, 3.05060], [-2.84211, 5.40925, 3.30549], [-2.79734, 5.23434, 4.67053], [-3.70802, 6.33254, 6.24253], [-4.74550, 7.83744, 4.51993], [-3.91893, 6.94587, 2.08338], [-2.33551, 4.79514, 2.57221], [-2.28656, 4.49968, 5.27860], [-5.07723, 8.91044, 0.42950], [-5.84472, 7.90419, -0.09677], [-5.95834, 8.11991, -1.45204], [-5.22877, 9.29437, -1.75469], [-4.69272, 9.76007, -0.57498], [-4.83214, 9.00999, 1.40605], [-6.24454, 7.12376, 0.53670], [-6.50639, 7.49786, -2.14776], [-5.10694, 9.75089, -2.72846], [-4.07332, 10.62175, -0.36468], [0.14733, -6.92047, 0.06825], [-0.02107, -7.90616, 1.00559], [1.18374, -8.55413, 1.16301], [2.11295, -7.93352, 0.29431], [1.44693, -6.92624, -0.36731], [-0.57418, -6.28730, -0.25136], [-0.98160, -8.06272, 1.47791], [1.37323, -9.38337, 1.83218], [3.15585, -8.19298, 0.16572], [1.78531, -6.21585, -1.10974], [2.48120, -12.87294, 0.32956], [1.55199, -13.72844, 0.86175], [0.32195, -13.11246, 0.80044], [0.51525, -11.84313, 0.20489], [1.85732, -11.72273, -0.07847], [3.47205, -13.06124, 0.24955], [1.84504, -14.69903, 1.23897], [-0.61370, -13.53248, 1.14609], [-0.24301, -11.09744, 0.00373], [2.42045, -10.91866, -0.53312], [-3.19348, 13.60774, -0.94194], [-3.14920, 14.93169, -1.29372], [-2.46732, 15.61114, -0.30905], [-2.08166, 14.66260, 0.66808], [-2.54045, 13.43335, 0.25047], [-3.63766, 12.87408, -1.47866], [-3.60684, 15.27630, -2.21133], [-2.26805, 16.67485, -0.29651], [-1.52824, 14.85536, 1.57805], [-2.45947, 12.45231, 0.69920]],
  "lowdin_charge": [-0.21, -0.36, -0.38, 0.16, 0.07, 0.08, 0.09, 0.03, 0.02, -0.15, -0.14, -0.17, 0.02, -0.14, -0.12, -0.13, -0.14, 0.14, 0.11, 0.09, 0.07, 0.10, 0.02, -0.16, -0.12, -0.13, -0.11, 0.14, 0.11, 0.10, 0.09, 0.12, 0.02, -0.13, -0.13, -0.14, -0.14, 0.11, 0.11, 0.09, 0.09, 0.11, 0.00, -0.16, -0.12, -0.11, -0.13, 0.13, 0.10, 0.09, 0.09, 0.10, 0.00, -0.13, -0.10, -0.11, -0.15, 0.12, 0.11, 0.09, 0.08, 0.10, 0.01, -0.15, -0.13, -0.12, -0.13, 0.10, 0.10, 0.08, 0.09, 0.11, 0.00, -0.15, -0.11, -0.11, -0.13, 0.15, 0.10, 0.07, 0.09, 0.10, 0.00, -0.14, -0.11, -0.12, -0.14, 0.14, 0.11, 0.09, 0.09, 0.09, 0.01, -0.15, -0.13, -0.12, -0.13, 0.10, 0.10, 0.09, 0.09, 0.11, 0.00, -0.15, -0.12, -0.12, -0.14, 0.15, 0.10, 0.09, 0.09, 0.10, 0.00, -0.14, -0.12, -0.12, -0.15, 0.14, 0.10, 0.09, 0.09, 0.10]
}